115
Properties=species:S:1:pos:R:3:forces:R:3 method="wB97M-V/def2-TZVPD" orbital_gap_ev=7.930 total_energy_ev=-164370.61851 largest_force_ev_per_a=3.63 homo_energy_ev=-8.63
F 4.933400 -2.606441 4.184890 -0.1 -0.1 0.0
C 4.103043 -2.335421 3.162049 0.2 0.4 -0.2
F 3.673223 -1.059616 3.320736 -0.1 -0.1 0.0
C 2.888249 -3.266569 3.137896 -0.2 -0.5 0.5
F 2.103630 -3.051408 4.217136 0.0 0.2 0.0
F 2.153942 -2.907151 2.042069 0.2 -0.1 0.0
C 3.145654 -4.777042 3.001266 -0.1 -0.6 -0.5
O 3.150712 -5.567486 4.182242 0.2 0.6 0.4
C 4.286283 -5.677214 4.961391 -0.2 -0.2 -0.8
F 5.361401 -5.191640 4.315696 0.1 0.1 0.2
F 4.506477 -6.993847 5.145972 0.0 0.0 0.2
C 4.102264 -5.046608 6.346889 -0.1 0.0 0.5
F 3.723806 -3.754433 6.254233 0.0 0.0 -0.1
F 5.272961 -5.090376 7.018376 0.0 -0.1 -0.1
H 4.658471 -2.399894 2.222359 -0.1 0.0 0.0
H 2.289251 -5.157977 2.446277 -0.1 0.1 0.1
H 4.013259 -4.982618 2.373804 0.2 0.2 0.1
H 3.342522 -5.589228 6.914231 0.0 -0.1 -0.1
F 0.390978 -1.001700 -9.445168 0.1 0.1 0.1
C -0.294707 0.123214 -9.720756 -0.3 -0.1 -0.3
F -0.130979 0.380043 -11.040910 0.0 0.1 0.1
C 0.205215 1.324363 -8.914111 0.7 0.2 0.3
F 1.461272 1.651670 -9.288864 0.0 -0.1 -0.1
F -0.590878 2.373103 -9.272060 -0.3 -0.1 0.0
C 0.139482 1.244708 -7.379122 -0.5 0.2 0.6
O 1.305991 0.866918 -6.658643 0.5 -0.3 -0.7
C 1.648360 -0.461183 -6.484962 -1.1 0.6 0.1
F 0.642912 -1.266593 -6.864220 0.2 -0.2 -0.2
F 1.783873 -0.638660 -5.154216 0.3 -0.3 0.0
C 2.978505 -0.815778 -7.155610 0.5 -0.1 0.0
F 2.960136 -0.517039 -8.467591 -0.2 0.0 0.0
F 3.199941 -2.143380 -7.032230 -0.1 0.0 0.1
H -1.357708 -0.051891 -9.532585 0.0 0.0 0.1
H -0.036258 2.268629 -7.050757 0.1 0.1 -0.1
H -0.726919 0.685190 -7.031422 0.0 -0.2 -0.3
H 3.796463 -0.268176 -6.682622 -0.1 0.0 0.1
F -0.741110 7.665384 1.040069 -0.1 -0.1 0.1
C -1.347213 8.797029 1.450519 0.2 0.4 -0.3
F -0.375996 9.706288 1.696257 -0.1 0.0 0.1
C -2.171935 8.588791 2.723624 0.1 -0.5 0.6
F -1.364304 8.301914 3.766509 0.1 0.0 -0.1
F -2.744743 9.795808 2.995314 -0.1 0.1 -0.3
C -3.323828 7.568854 2.679434 -0.7 0.0 0.0
O -3.091567 6.255578 3.176224 0.8 0.1 -0.1
C -2.519219 5.281380 2.387034 -0.8 0.6 0.0
F -2.483843 5.658953 1.094861 0.2 -0.1 0.0
F -3.324732 4.201352 2.452879 0.1 -0.2 0.0
C -1.142458 4.850998 2.902920 0.3 -0.2 0.3
F -0.303514 5.894260 3.015967 -0.1 0.1 -0.1
F -0.594718 3.971498 2.027011 -0.1 0.0 0.0
H -1.976991 9.176319 0.640870 -0.1 0.0 0.0
H -4.073077 7.966812 3.362156 0.1 0.0 0.1
H -3.804718 7.546569 1.701229 0.2 0.0 -0.1
H -1.232279 4.374867 3.881088 -0.1 0.0 0.0
F -3.841865 0.985306 -5.485838 -0.2 -0.1 0.0
C -3.083095 -0.057799 -5.098470 0.6 0.3 0.0
F -2.414996 -0.493195 -6.205275 -0.1 -0.2 0.1
C -3.906613 -1.206884 -4.518461 -0.7 -0.2 -0.2
F -4.684173 -1.761330 -5.475390 0.0 0.1 -0.1
F -3.005958 -2.160584 -4.150669 0.2 0.2 0.1
C -4.758767 -0.916090 -3.270987 0.0 0.0 0.7
O -6.142691 -0.627984 -3.441490 0.1 0.2 -0.8
C -6.578722 0.646779 -3.738172 0.6 -0.4 0.7
F -5.595717 1.548273 -3.569506 -0.1 0.1 -0.2
F -7.540697 0.947827 -2.840029 -0.2 0.1 -0.1
C -7.215103 0.733510 -5.129568 -0.3 0.0 -0.3
F -6.371835 0.303717 -6.085992 0.1 0.0 0.1
F -7.528716 2.021411 -5.399233 0.0 0.0 0.1
H -2.345541 0.296073 -4.371790 -0.1 -0.1 0.1
H -4.763275 -1.852587 -2.715338 0.0 -0.1 -0.1
H -4.275624 -0.190801 -2.615287 0.1 0.2 -0.2
H -8.122274 0.127137 -5.167674 0.0 0.0 0.1
F -0.862673 -5.115635 9.839489 0.0 0.1 -0.2
C -1.074948 -6.425206 9.613729 -0.1 -0.2 0.4
F -0.274553 -7.114763 10.460421 0.0 -0.1 -0.1
C -0.746580 -6.831293 8.174601 0.5 0.3 -0.5
F 0.580055 -6.712654 7.941542 0.0 0.1 0.1
F -1.037900 -8.160637 8.089142 -0.2 0.0 0.1
C -1.523748 -6.148848 7.034696 -0.5 -0.1 -0.5
O -0.923324 -5.048637 6.364581 0.5 0.2 0.6
C -1.013486 -3.763565 6.864210 -0.6 -0.7 -0.2
F -1.930167 -3.691762 7.846947 0.1 0.1 0.1
F -1.460048 -2.984999 5.857815 0.1 0.1 0.0
C 0.350099 -3.218189 7.296346 0.6 0.3 -0.1
F 0.945841 -4.025084 8.197086 -0.1 -0.1 0.0
F 0.196097 -2.004505 7.871707 -0.2 0.0 -0.1
H -2.115308 -6.663068 9.852873 0.0 0.0 -0.1
H -1.596446 -6.907991 6.257042 0.1 0.0 0.0
H -2.551863 -5.928874 7.323403 0.1 0.1 0.3
H 1.009701 -3.121963 6.431614 -0.1 0.0 -0.1
C 2.801998 -0.586589 0.432805 0.1 -0.5 -0.4
C 3.627786 -0.448213 -0.431194 0.4 1.1 0.6
O 4.592506 0.067053 -1.177802 -0.4 -0.2 -0.2
C 4.050168 0.513966 -2.429304 -0.3 -0.3 -0.9
O 3.971018 -0.264254 -3.317254 0.0 0.1 0.0
N 3.723287 1.900089 -2.489086 1.6 -2.3 2.3
C 4.529041 2.588699 -1.457601 0.6 1.4 -0.6
C 5.685981 3.300601 -1.722217 -0.9 -0.9 0.2
C 2.306625 2.162306 -2.103739 -0.6 0.4 -0.9
C 1.251565 1.271582 -2.807394 -0.3 0.9 0.5
O 0.401246 0.628492 -1.829054 0.3 0.3 0.0
C -0.675426 1.406495 -1.483482 -0.8 -0.1 -0.3
C -0.539018 2.545721 -0.504945 0.4 0.1 0.2
O -1.751352 1.138210 -1.948122 0.0 -0.1 -0.1
H 2.087511 -0.957545 1.124620 -0.1 0.1 -0.1
H 4.185429 2.500277 -0.421548 -1.2 1.4 -0.4
H 5.649937 4.382637 -1.605562 0.9 -0.3 1.9
H 6.608651 2.778035 -1.975296 -0.4 0.5 -2.0
H 2.108943 3.197157 -2.404341 0.3 -0.1 0.0
H 2.144782 2.142692 -1.023923 0.2 -0.4 -0.1
H 1.660719 0.540750 -3.495036 0.0 -0.2 0.4
H 0.589872 1.918133 -3.395900 0.2 -0.1 -0.2
H -1.448438 3.143279 -0.497147 0.0 -0.2 -0.1
H -0.393170 2.169992 0.510281 0.1 -0.2 -0.2
H 0.295239 3.218528 -0.713544 0.0 -0.2 -0.1